ORCA calculation (ωB97M-V/def2-TZVPD) on a 2-piece molecular cluster, C2H10N2O2 overall at a distorted geometry.

Positions of all 16 atoms, in Å:
N -0.6188 1.3088 -0.6736
C -1.1266 0.4752 -1.7052
O -1.8741 1.3052 -2.5440
H 0.1087 1.9266 -1.0217
H -0.4471 0.8518 0.2395
H -0.2838 -0.0591 -2.1672
H -1.7645 -0.3291 -1.3376
H -2.1957 0.7981 -3.2951
N 2.4006 -0.9706 1.7723
C 0.9948 -1.0118 2.1863
O 0.1279 -1.0135 1.0375
H 2.3205 -0.6370 0.8155
H 2.9793 -0.4058 2.3726
H 0.6607 -1.8246 2.8310
H 0.7709 -0.0405 2.6236
H 0.2712 -1.7809 0.4779

The calculation puts the energy above the lowest of the compared OMol25 structures with the same formula, charge and spin at 1.4038 eV. As for the total charge: +1. The strongest force on any atom comes out at 2.37 eV Å⁻¹. As for the expectation value of S²: 0.755. The LUMO energy (alpha / beta) comes out at -3.45 / -8.92 eV. As for the HOMO energy (alpha / beta): -12.94 / -12.91 eV. As for the HOMO-LUMO gap (alpha / beta): 0.349 / 0.147 Eh. Its spin multiplicity is 2.